1.
# C4H9NO4

A 2-piece molecular cluster, C4H9NO4 overall in a non-equilibrium geometry (ωB97M-V with the def2-TZVPD basis set, the OMol25 dataset).

Geometry as ORCA input:
```
! RIJCOSX wB97M-V def2-TZVPD def2/J DEFGRID3
* xyz 0 1
C -1.84780 1.28745 1.33319
C 0.59887 0.91363 -0.88937
C 1.21530 -0.60781 1.08343
C -1.03327 -0.53212 0.24836
N 0.31050 -0.20513 0.00584
O -1.07014 2.00369 1.89487
O -3.10056 1.53257 1.09077
O -1.21368 -1.51399 1.11973
O -1.85752 -0.59579 -0.86844
H 0.21155 0.73718 -1.87967
H -0.00066 1.78178 -0.52427
H 1.75275 1.06434 -0.77858
H 0.91593 -0.41776 2.10103
H 1.50490 -1.72198 0.91725
H 2.19638 -0.08728 0.96211
H -3.49010 0.88343 0.37926
H -1.14884 -2.41775 0.72041
H -2.77837 -0.71287 -0.66152
*
```

Results
- ΔE to the lowest compared entry with this formula, charge and spin: 92.80 kcal per mole
- E: -13971.1327 eV
- Max |F|: 0.0975 Eh/bohr
- Frontier orbital gap: 7.5 eV

2.
# C4H9NOS

One molecule with the formula C4H9NOS in a non-equilibrium geometry (ωB97M-V with the def2-TZVPD basis set, the OMol25 dataset).

Geometry as ORCA input:
```
! RIJCOSX wB97M-V def2-TZVPD def2/J DEFGRID3
* xyz 0 1
C 0.62585 -2.16704 -0.27324
N 0.17568 -0.90617 -0.80578
C 0.09318 0.18825 0.17695
C 0.20399 1.54372 -0.51732
S 1.17524 2.79518 0.35683
C -1.20699 0.06867 0.93397
O -2.06960 0.88471 1.07666
H 0.03483 -2.54659 0.57346
H 0.59862 -2.95475 -1.01616
H 1.64427 -2.03977 0.08090
H -0.65558 -0.84987 -1.37673
H 0.89192 0.03889 0.90100
H 0.50268 1.39053 -1.54975
H -0.79067 1.95442 -0.66518
H 0.10209 3.52405 0.66834
H -1.32549 -0.92422 1.43605
*
```

Results
- SMILES string: CN[C@H](C=O)CS
- ΔE to the lowest compared entry with this formula, charge and spin: 41.44 kcal per mole
- E: -18665.7295 eV
- Max |F|: 0.0295 Eh/bohr
- Frontier orbital gap: 9.7 eV

3.
# C4H9NOSi

C4H9NOSi as an isolated structure in a non-equilibrium geometry (ωB97M-V with the def2-TZVPD basis set, the OMol25 dataset).

Geometry as ORCA input:
```
! RIJCOSX wB97M-V def2-TZVPD def2/J DEFGRID3
* xyz 0 3
C -0.13944 0.55864 -0.41571
C 0.94897 -0.21132 -0.19782
C 2.33482 0.48164 -0.20066
C -2.60930 0.63887 0.06820
N -1.46271 0.02960 -0.43220
O -1.40403 -1.42473 -0.12032
Si 0.23830 -1.89674 -0.09660
H -0.00651 1.71553 -0.44649
H 2.95864 -0.17067 -0.76014
H 2.67079 0.81832 0.75963
H 2.03082 1.46494 -0.73561
H -3.39683 0.16207 -0.45993
H -2.87210 0.46008 1.07637
H -2.59673 1.66190 -0.25614
H 0.57023 -2.92988 -1.03520
H 0.15831 -2.62420 1.21467
*
```

Results
- ΔE to the lowest compared entry with this formula, charge and spin: 28.93 kcal per mole
- E: -15703.0422 eV
- Max |F|: 0.1684 Eh/bohr
- Frontier orbital gap (alpha / beta): 5.4 / 8.0 eV

4.
# C4H9NP

A 3-piece molecular cluster, C4H9NP overall in a non-equilibrium geometry (ωB97M-V with the def2-TZVPD basis set, the OMol25 dataset).

Geometry as ORCA input:
```
! RIJCOSX wB97M-V def2-TZVPD def2/J DEFGRID3
* xyz 1 1
C -2.63750 -0.04676 0.30639
C 3.10641 1.55575 0.47194
C 3.56901 0.31912 0.69564
C -0.73057 -1.60310 -0.15682
N -2.82896 1.28625 0.37580
P -0.08844 -0.37770 -0.86808
H -2.73728 -0.76037 -0.44891
H -2.73253 -0.55980 1.23274
H 3.12686 2.35289 1.23098
H 2.60237 1.72225 -0.56638
H 3.53465 -0.56546 0.17728
H 3.95196 0.01576 1.63076
H -0.77483 -2.59135 0.17806
H -2.69134 1.82025 -0.45107
H -3.13258 1.70514 1.23817
*
```

Results
- ΔE to the lowest compared entry with this formula, charge and spin: 108.44 kcal per mole
- E: -15060.8598 eV
- Max |F|: 0.0796 Eh/bohr
- Frontier orbital gap: 7.4 eV

5.
# C4H9NS

A 2-piece molecular cluster, C4H9NS overall in a non-equilibrium geometry (ωB97M-V with the def2-TZVPD basis set, the OMol25 dataset).

Geometry as ORCA input:
```
! RIJCOSX wB97M-V def2-TZVPD def2/J DEFGRID3
* xyz 0 1
C -2.93133 -1.15010 0.39977
C -2.80729 0.21912 -0.04004
C 1.29407 1.13993 -0.30847
C 1.90470 -0.28260 -0.48736
N -1.68934 -0.34402 0.19798
S 2.97622 -0.82898 0.94192
H -3.13475 -1.40939 1.41841
H -3.15526 -1.96989 -0.44170
H 3.81821 0.25839 1.22616
H -3.24720 1.17375 -0.18554
H 2.05677 1.81282 -0.03901
H 0.87699 1.65431 -1.14417
H 0.41530 1.14384 0.31841
H 2.41190 -0.31153 -1.42589
H 1.21100 -1.10566 -0.43048
*
```

Results
- SMILES string: C1=NC1.CCS
- ΔE to the lowest compared entry with this formula, charge and spin: 77.68 kcal per mole
- E: -16616.0860 eV
- Max |F|: 0.0662 Eh/bohr
- Frontier orbital gap: 9.8 eV

6.
# C4H9NS

One molecule with the formula C4H9NS in a non-equilibrium geometry (ωB97M-V with the def2-TZVPD basis set, the OMol25 dataset).

Geometry as ORCA input:
```
! RIJCOSX wB97M-V def2-TZVPD def2/J DEFGRID3
* xyz 0 1
C 1.19575 -0.44205 -0.68493
C -0.09396 1.56380 -0.78757
C -0.95706 -0.22937 0.54320
C -0.50140 -1.12333 1.70422
H 2.19669 -0.01515 -0.48516
H 1.01423 -0.53716 -1.77541
H 1.12209 -1.41180 -0.20970
H -0.50402 1.30911 -1.74072
H 0.82483 2.06746 -1.08944
H -0.72453 2.21825 -0.17113
H -1.70876 0.48993 0.85513
H -1.40749 -0.88901 -0.26614
H 0.36230 -0.76577 2.22658
N 0.22402 0.40826 0.02788
S -1.04268 -2.64318 1.85318
*
```

Results
- SMILES string: CN(C)CC=S
- ΔE to the lowest compared entry with this formula, charge and spin: 40.44 kcal per mole
- E: -16617.7008 eV
- Max |F|: 0.0426 Eh/bohr
- Frontier orbital gap: 8.5 eV

7.
# C4H9NS

One molecule with the formula C4H9NS in a non-equilibrium geometry (ωB97M-V with the def2-TZVPD basis set, the OMol25 dataset).

Geometry as ORCA input:
```
! RIJCOSX wB97M-V def2-TZVPD def2/J DEFGRID3
* xyz 0 1
C -1.21025 0.32494 0.33461
C -0.49056 1.24302 -0.51052
C 0.33985 0.51376 0.64003
C 1.22541 -0.72721 0.23375
H -1.72488 -1.72478 0.27246
H -2.59352 -0.68513 -0.64173
H -1.73289 0.84767 1.12698
H -0.45030 0.81489 -1.45162
H -0.44334 2.28441 -0.21949
H 0.74278 1.06579 1.44056
H 0.81751 -0.97897 -0.72941
H 1.35204 -1.53700 0.98712
H 2.98180 -0.74399 -1.13574
N -1.66262 -0.81428 -0.27510
S 2.84896 0.11688 -0.07189
*
```

Results
- SMILES string: N[C@@H]1C[C@@H]1CS
- ΔE to the lowest compared entry with this formula, charge and spin: 56.06 kcal per mole
- E: -16617.0233 eV
- Max |F|: 0.0994 Eh/bohr
- Frontier orbital gap: 9.5 eV

8.
# C4H9NS

A 2-piece molecular cluster, C4H9NS overall in a non-equilibrium geometry (ωB97M-V with the def2-TZVPD basis set, the OMol25 dataset).

Geometry as ORCA input:
```
! RIJCOSX wB97M-V def2-TZVPD def2/J DEFGRID3
* xyz 0 1
C -1.31924 -0.75585 0.89258
C -0.00154 0.92684 0.58764
C -1.80498 1.73895 -1.26551
C 1.88257 -1.31240 -0.27133
N -0.28582 -0.04673 1.44218
S -0.98324 0.38950 -0.79870
H -1.35446 -1.78067 0.82685
H 0.08293 1.94802 0.85973
H 0.98153 -0.97784 -0.77858
H -2.09420 2.67234 -0.81725
H -2.10369 1.65595 -2.33294
H 1.95498 -0.44369 0.43289
H 1.85332 -2.32589 0.19870
H 2.77592 -1.31680 -1.04782
H 0.41591 -0.37173 2.07155
*
```

Results
- SMILES string: C=S1=CNC=1.C
- ΔE to the lowest compared entry with this formula, charge and spin: 156.28 kcal per mole
- E: -16612.6776 eV
- Max |F|: 0.0700 Eh/bohr
- Frontier orbital gap (alpha / beta): 8.0 / 8.0 eV

9.
# C4H9NS

One molecule with the formula C4H9NS in a non-equilibrium geometry (ωB97M-V with the def2-TZVPD basis set, the OMol25 dataset).

Geometry as ORCA input:
```
! RIJCOSX wB97M-V def2-TZVPD def2/J DEFGRID3
* xyz 0 1
C -0.61180 0.01170 -1.88297
C -1.04349 0.13703 -0.49196
C -1.93303 1.40310 -0.36143
C 2.11868 -1.33711 1.16449
H -1.44071 -0.23243 -2.53875
H 0.18151 -0.73728 -1.94902
H -0.17917 0.96689 -2.23882
H -1.56181 -0.77089 -0.14282
H -2.84881 1.24782 -0.90955
H -1.47538 2.27942 -0.84022
H -2.19406 1.65770 0.66786
H 2.63771 -0.59174 1.75310
H 2.75892 -2.19745 0.94082
N 0.99076 -1.23814 0.61219
S 0.37528 0.35979 0.65021
*
```

Results
- SMILES string: C=NSC(C)C
- ΔE to the lowest compared entry with this formula, charge and spin: 29.39 kcal per mole
- E: -16618.1799 eV
- Max |F|: 0.0428 Eh/bohr
- Frontier orbital gap: 9.6 eV

10.
# C4H9NS

A 2-piece molecular cluster, C4H9NS overall in a non-equilibrium geometry (ωB97M-V with the def2-TZVPD basis set, the OMol25 dataset).

Geometry as ORCA input:
```
! RIJCOSX wB97M-V def2-TZVPD def2/J DEFGRID3
* xyz 0 3
C -0.23318 1.16480 -0.78653
C -0.55916 -0.24151 -0.18989
C 0.18188 0.72423 0.62252
C -1.88168 -0.81626 0.14160
N 2.11939 0.17552 0.80646
S 2.76198 -0.55010 -0.51688
H 0.37924 1.03860 -1.64042
H -1.11289 1.82789 -0.87990
H -0.04494 -1.12897 -0.65652
H -0.12190 1.27095 1.61116
H -2.61106 -0.08783 0.53831
H -1.66239 -1.49369 0.92721
H -2.40580 -1.40833 -0.59116
H 2.22439 1.21727 0.60519
H 2.96611 -1.69257 0.00885
*
```

Results
- ΔE to the lowest compared entry with this formula, charge and spin: 93.35 kcal per mole
- E: -16612.2236 eV
- Max |F|: 0.0991 Eh/bohr
- Frontier orbital gap (alpha / beta): 6.4 / 8.1 eV

11.
# C4H9NS3

One molecule with the formula C4H9NS3 in a non-equilibrium geometry (ωB97M-V with the def2-TZVPD basis set, the OMol25 dataset).

Geometry as ORCA input:
```
! RIJCOSX wB97M-V def2-TZVPD def2/J DEFGRID3
* xyz 0 1
C -0.97668 0.34970 -3.13890
C -1.49683 -0.03554 -0.38223
C -0.21664 -0.02553 0.45587
C 1.44842 -2.15182 0.28821
H -0.03200 -0.17694 -2.98886
H -1.77025 -0.38021 -3.26044
H -0.94095 1.01942 -4.00608
H -2.38072 0.07163 0.24663
H -1.45740 -0.96375 -0.94600
H 0.74026 -2.86939 -0.10479
H 1.49924 -2.19556 1.38794
H 2.46234 -2.39768 -0.11671
H 1.89876 0.44536 1.96146
N -0.34794 0.19351 1.67407
S -1.46924 1.29790 -1.64676
S 1.24966 -0.44890 -0.40782
S 0.83625 0.23048 2.85276
*
```

Results
- SMILES string: CSC/C(=N/S)SC
- ΔE to the lowest compared entry with this formula, charge and spin: 20.84 kcal per mole
- E: -38288.6455 eV
- Max |F|: 0.0354 Eh/bohr
- Frontier orbital gap: 9.2 eV

12.
# C4H9NdO3

C4H9NdO3 as an isolated structure in a non-equilibrium geometry (ωB97M-V with the def2-TZVPD basis set, the OMol25 dataset).

Geometry as ORCA input:
```
! RIJCOSX wB97M-V def2-TZVPD def2/J DEFGRID3
* xyz 1 5
O -0.18468 -0.90257 -0.94107
C -0.21823 -1.74351 0.16928
C 0.86300 -1.38711 1.17263
O 0.74314 0.01188 1.43026
C 1.59263 0.49068 2.45764
Nd 0.13334 1.34598 -0.64808
H -0.08701 -2.80615 -0.10858
H -1.19636 -1.64854 0.68573
H 1.87028 -1.60222 0.77760
H 0.73291 -1.94668 2.11279
H 1.45729 1.57619 2.51954
H 1.31466 0.02876 3.41635
H 2.64511 0.26179 2.23093
O -2.21897 0.87470 -1.23290
C -2.49640 -0.27561 -1.65224
H -2.14886 -0.54478 -2.66770
H -3.38418 -0.83292 -1.30168
*
```

Results
- ΔE to the lowest compared entry with this formula, charge and spin: 0.00 kcal per mole
- E: -25705.6269 eV
- Max |F|: 0.0614 Eh/bohr
- Frontier orbital gap (alpha / beta): 7.0 / 8.7 eV

Repeat the seventh record exactly.
# C4H9NS

One molecule with the formula C4H9NS in a non-equilibrium geometry (ωB97M-V with the def2-TZVPD basis set, the OMol25 dataset).

Geometry as ORCA input:
```
! RIJCOSX wB97M-V def2-TZVPD def2/J DEFGRID3
* xyz 0 1
C -1.21025 0.32494 0.33461
C -0.49056 1.24302 -0.51052
C 0.33985 0.51376 0.64003
C 1.22541 -0.72721 0.23375
H -1.72488 -1.72478 0.27246
H -2.59352 -0.68513 -0.64173
H -1.73289 0.84767 1.12698
H -0.45030 0.81489 -1.45162
H -0.44334 2.28441 -0.21949
H 0.74278 1.06579 1.44056
H 0.81751 -0.97897 -0.72941
H 1.35204 -1.53700 0.98712
H 2.98180 -0.74399 -1.13574
N -1.66262 -0.81428 -0.27510
S 2.84896 0.11688 -0.07189
*
```

Results
- SMILES string: N[C@@H]1C[C@@H]1CS
- ΔE to the lowest compared entry with this formula, charge and spin: 56.06 kcal per mole
- E: -16617.0233 eV
- Max |F|: 0.0994 Eh/bohr
- Frontier orbital gap: 9.5 eV